Record 1
DFT (ωB97M-V with the def2-TZVPD basis set) results for C22H41BN7PPd as an isolated structure in a non-equilibrium geometry.

Summary:
Gap between HOMO and LUMO (spin up / spin down)   8.87 / 4.35 eV
<S²>   6.03

```
! wB97M-V def2-TZVPD RIJCOSX def2/J DEFGRID3
* xyz 2 5
H 3.68947 -0.46647 -0.02327
N 2.54842 1.19933 -0.70240
B 1.91504 3.43522 -1.72305
N 2.84644 2.19599 -1.61788
C 4.08203 2.00393 -2.14208
Pd 0.16315 1.67498 0.61121
H 4.48041 2.69002 -2.87606
C 4.62113 0.85910 -1.56003
H 5.58286 0.41681 -1.73617
C 3.62574 0.40185 -0.66704
H 2.37255 4.23067 -2.48515
C -1.04110 2.07672 2.10508
H -1.44017 1.35704 2.82607
H -1.79361 2.10357 1.29917
H -0.91695 3.06949 2.53055
N 1.84872 4.01958 -0.28527
N 0.45766 3.07757 -2.11441
N 1.24913 3.32715 0.75181
N -0.37303 2.37574 -1.25504
C 2.39836 5.14741 0.19492
C -0.26751 3.48043 -3.17983
H 2.89443 5.82209 -0.48900
H 0.19955 4.07404 -3.95220
C 2.17408 5.18730 1.56954
C -1.56952 3.01631 -3.02391
C 1.46317 4.03052 1.88853
C -1.59745 2.30666 -1.80689
H 2.48439 5.96069 2.24170
H -2.40032 3.17351 -3.68088
H 1.10633 3.68622 2.85079
H -2.40786 1.76016 -1.33026
H 0.30744 1.41329 2.10818
C -0.71594 -3.61139 -1.57346
C -0.43734 -2.11729 -1.35861
C 1.05155 -1.81432 -1.54925
C -1.19627 -1.28629 -2.40591
P -0.92414 -1.55755 0.37130
N -0.98043 0.03746 0.26132
C -2.68390 -2.08471 0.80153
C -2.74055 -3.55853 1.23155
C -3.22517 -1.18486 1.92743
C -3.59738 -1.87524 -0.41256
C 0.29439 -2.11588 1.70211
C 0.63272 -3.61361 1.56215
C 1.59266 -1.30112 1.58924
C -0.29991 -1.86109 3.09673
H -0.31155 -3.88469 -2.56043
H -1.78820 -3.84208 -1.58779
H -0.22114 -4.24785 -0.83021
H 1.29648 -1.90780 -2.61832
H 1.27243 -0.77833 -1.25541
H 1.71110 -2.49904 -1.00102
H -2.23005 -1.61216 -2.55068
H -1.19697 -0.23246 -2.10835
H -0.67530 -1.37071 -3.36942
H -2.23471 -3.74223 2.18684
H -3.79986 -3.82610 1.37070
H -2.33149 -4.23378 0.46888
H -3.00143 -0.13408 1.71129
H -4.31702 -1.30565 1.97181
H -2.82615 -1.44069 2.91380
H -3.50945 -0.85031 -0.79383
H -3.41275 -2.59365 -1.21945
H -4.63726 -2.02162 -0.08357
H 1.19881 -3.83399 0.64874
H 1.27232 -3.89156 2.41414
H -0.25470 -4.25641 1.59930
H 1.39151 -0.25170 1.29677
H 2.09355 -1.27232 2.56792
H 2.29702 -1.72681 0.86565
H -0.63619 -0.82126 3.21056
H -1.11738 -2.54926 3.34339
H 0.49511 -2.03592 3.83841
*
```

The Mulliken scheme yields these atomic charges, measured in e: H 0.39; N 0.44; B -0.09; N -0.18; C -0.17; Pd -0.59; H 0.49; C -1.22; H 0.46; C 0.00; H -0.06; C -1.25; H 0.36; H 0.32; H 0.63; N -0.08; N -0.28; N 0.42; N 0.76; C -0.01; C -0.12; H 0.48; H 0.50; C -1.31; C -1.35; C -0.14; C -0.27; H 0.43; H 0.46; H 0.56; H 0.42; H 0.37; C -1.77; C 1.78; C -1.69; C -1.70; P 0.11; N 0.98; C 1.45; C -1.74; C -1.37; C -1.61; C 1.94; C -1.91; C -1.12; C -1.64; H 0.50; H 0.33; H 0.34; H 0.68; H 0.27; H 0.15; H 0.29; H 0.36; H 0.51; H 0.32; H 0.51; H 0.32; H 0.25; H 0.51; H 0.29; H 0.25; H 0.28; H 0.63; H 0.36; H 0.51; H 0.33; H 0.03; H 0.47; H 0.29; H 0.20; H 0.33; H 0.63

=====

Record 2
DFT (ωB97M-V with the def2-TZVPD basis set) results for C29H31BBrN6O5Ru as an isolated structure.

Summary:
Gap between HOMO and LUMO (spin up / spin down)   9.07 / 6.81 eV
<S²>   8.76

```
! wB97M-V def2-TZVPD RIJCOSX def2/J DEFGRID3
* xyz 0 6
Ru 0.33512 0.02639 -0.17212
C 3.04766 -1.89581 1.60692
C 2.22443 -2.63975 0.60289
C 2.31318 -3.97532 0.20312
C 1.31886 -4.15200 -0.74404
C 0.95831 -5.38736 -1.50463
N 0.67444 -2.98226 -0.88768
N 1.23089 -2.05183 -0.06093
B -0.51184 -2.64478 -1.83565
N -0.05129 -1.54107 -2.81682
N 0.73023 -0.50963 -2.36470
C 1.18266 0.14921 -3.43967
C 2.13887 1.29470 -3.36560
C 0.67476 -0.46461 -4.59003
C -0.09174 -1.52931 -4.15748
C -0.85281 -2.52792 -4.96923
N -1.69763 -2.17881 -0.96343
N -1.46940 -1.45331 0.17119
C -2.61436 -1.41409 0.84846
C -2.74633 -0.76406 2.18625
C -3.59619 -2.12155 0.14096
C -2.97748 -2.59175 -0.99854
C -3.54614 -3.42781 -2.09880
H 3.75133 -2.56931 2.09065
H 2.41341 -1.45015 2.37627
H 3.62066 -1.09921 1.13130
H 3.01316 -4.71942 0.55514
H 1.60596 -6.20447 -1.19280
H 1.07835 -5.24120 -2.57972
H -0.07801 -5.67637 -1.32195
H -0.82384 -3.62375 -2.45380
H 2.78571 1.20246 -2.49795
H 1.62177 2.24942 -3.27704
H 2.75292 1.31146 -4.26515
H 0.86026 -0.17556 -5.61466
H -0.73610 -2.29871 -6.02594
H -1.91641 -2.50535 -4.72834
H -0.49583 -3.54466 -4.79327
H -1.77395 -0.49897 2.59127
H -3.24280 -1.44569 2.87627
H -3.35101 0.14338 2.12391
H -4.62474 -2.27650 0.43189
H -4.60057 -3.60947 -1.90465
H -3.03710 -4.39056 -2.17441
H -3.45707 -2.92910 -3.06531
O -0.00827 3.32632 3.26712
C -1.31337 3.51726 2.95621
C -2.07675 4.48236 3.61013
C -3.40105 4.68696 3.26558
C -3.98586 3.94373 2.24657
C -3.22310 2.99682 1.58641
C -1.89550 2.75825 1.93598
C -1.16002 1.68783 1.21041
O -0.18603 1.07896 1.76154
O -1.52657 1.36371 0.04647
H 0.24217 3.92790 3.97378
H -1.61664 5.07710 4.39327
H -3.97649 5.44068 3.78889
H -5.01910 4.10648 1.96984
H -3.64202 2.41510 0.77376
Br 4.36681 3.45284 5.15964
C 3.66546 3.26118 3.40615
C 3.42629 4.39073 2.64121
C 2.87552 4.24323 1.37451
C 2.54854 2.98619 0.88337
C 2.83314 1.87599 1.65954
C 3.39804 1.99413 2.92138
C 1.87723 2.90993 -0.47683
O 2.05502 3.82851 -1.25554
O 1.09837 1.89020 -0.75103
H 3.66509 5.37198 3.03249
H 2.68792 5.10393 0.74587
H 2.63213 0.89464 1.27791
H 3.61870 1.12154 3.52317
*
```

The Mulliken scheme yields these atomic charges, measured in e: Ru 0.66; C -1.44; C 0.44; C -1.48; C 0.93; C -1.39; N 0.03; N 0.43; B 0.21; N 0.76; N -0.16; C 0.79; C -1.43; C -1.37; C 0.79; C -1.23; N 0.71; N -0.10; C 0.93; C -1.52; C -1.42; C 0.77; C -1.25; H 0.39; H 0.29; H 0.31; H 0.46; H 0.36; H 0.26; H 0.28; H -0.18; H 0.25; H 0.24; H 0.42; H 0.47; H 0.36; H 0.16; H 0.25; H 0.26; H 0.47; H 0.17; H 0.47; H 0.37; H 0.25; H 0.15; O -0.28; C 0.90; C -0.90; C -0.51; C -0.84; C -0.61; C 0.11; C 1.84; O -0.84; O -0.89; H 0.27; H 0.35; H 0.39; H 0.40; H 0.43; Br -0.20; C -0.04; C -0.57; C -0.61; C 0.30; C 0.75; C -0.55; C -0.22; O -0.68; O -0.45; H 0.45; H 0.48; H -0.08; H 0.49

=====

In kJ/mol, the energy above the lowest of the compared OMol25 structures with the same formula, charge and spin values for the records above are, in order, 0.0, 50.2.